{"formula": "C24H28N5O2", "method": "ωB97M-V with the def2-TZVPD basis set", "charge": 1, "spin_multiplicity": 1, "gap_ha": 0.2002, "e_tot_ev": -36870.4312, "symbols": ["N", "C", "C", "C", "N", "C", "C", "C", "C", "O", "O", "C", "C", "H", "H", "H", "H", "H", "H", "H", "H", "H", "H", "H", "H", "H", "N", "C", "C", "C", "C", "C", "H", "H", "H", "H", "H", "N", "C", "C", "C", "C", "C", "H", "H", "H", "H", "H", "N", "C", "C", "C", "C", "C", "H", "H", "H", "H", "H"], "xyz": [[-5.1445, 1.5039, 4.9173], [-5.2482, 2.1520, 3.5547], [-4.8573, 1.1719, 2.2918], [-3.3359, 0.6059, 2.5103], [-2.4963, 0.5066, 1.2560], [-1.4355, -0.6138, 1.2505], [-0.3764, -0.8915, 0.0313], [-0.4155, 0.0957, -1.2878], [0.5953, -0.0128, -2.5776], [0.6000, -1.1139, -3.3656], [1.5767, 1.0379, -2.9284], [-1.5699, 1.2754, -1.2881], [-2.5631, 1.4145, 0.0473], [-4.8141, 0.5151, 4.8781], [-4.4545, 2.0361, 5.5001], [-4.4904, 3.0729, 3.5508], [-6.3778, 2.5204, 3.4497], [-5.5806, 0.2230, 2.3042], [-5.0512, 1.7129, 1.2729], [-2.8182, 1.2251, 3.3727], [-3.4470, -0.5100, 2.9195], [-1.3589, -1.3184, 2.1970], [0.4325, -1.7628, 0.0903], [1.7685, 1.6428, -2.1523], [-1.6184, 1.9781, -2.2228], [-3.3624, 2.3001, 0.0060], [4.1218, -2.6593, -0.5125], [4.9024, -3.7596, -0.5855], [4.7726, -4.7329, -1.5632], [3.7797, -4.5725, -2.5239], [2.9586, -3.4507, -2.4741], [3.1678, -2.5301, -1.4599], [5.6602, -3.8411, 0.1883], [5.4294, -5.5953, -1.5751], [3.6469, -5.3153, -3.3052], [2.1754, -3.2969, -3.2077], [2.5553, -1.6363, -1.3804], [-4.3699, 5.2670, 4.8199], [-3.7992, 6.2223, 4.0538], [-4.3884, 7.4470, 3.7831], [-5.6414, 7.7091, 4.3270], [-6.2557, 6.7442, 5.1187], [-5.5857, 5.5509, 5.3356], [-2.8234, 5.9692, 3.6497], [-3.8828, 8.1784, 3.1630], [-6.1351, 8.6574, 4.1358], [-7.2321, 6.9176, 5.5566], [-6.0219, 4.7678, 5.9494], [7.2534, -3.2382, -5.1605], [6.6905, -4.1461, -4.3333], [6.5928, -5.4974, -4.6244], [7.0990, -5.9472, -5.8392], [7.6829, -5.0360, -6.7132], [7.7376, -3.7050, -6.3318], [6.3073, -3.7457, -3.3993], [6.1327, -6.1823, -3.9212], [7.0393, -6.9992, -6.1029], [8.0862, -5.3547, -7.6676], [8.1868, -2.9558, -6.9778]], "nbo_charge": [-0.8518, -0.2381, -0.4413, -0.2554, -0.3419, 0.0776, -0.1915, -0.0330, 0.7145, -0.4907, -0.6477, -0.2015, 0.0961, 0.3515, 0.3785, 0.2198, 0.2179, 0.2347, 0.2268, 0.2601, 0.2419, 0.2778, 0.3097, 0.5027, 0.2918, 0.2818, -0.4220, 0.0314, -0.2633, -0.1643, -0.2505, 0.0168, 0.2021, 0.2280, 0.2261, 0.2345, 0.1641, -0.4498, 0.0245, -0.2599, -0.1550, -0.2546, 0.0296, 0.1886, 0.2267, 0.2258, 0.2304, 0.2001, -0.4133, 0.0231, -0.2642, -0.1665, -0.2606, 0.0344, 0.1962, 0.2099, 0.2189, 0.2250, 0.1975]}

***

{"formula": "C24H28N5Se2Tl", "method": "ωB97M-V with the def2-TZVPD basis set", "charge": 2, "spin_multiplicity": 1, "gap_ha": 0.1872, "e_tot_ev": -168163.2840, "symbols": ["Tl", "C", "C", "C", "C", "C", "N", "C", "C", "C", "C", "C", "C", "C", "N", "C", "C", "C", "N", "C", "C", "N", "C", "C", "C", "N", "H", "H", "H", "H", "H", "H", "H", "H", "H", "H", "H", "H", "H", "H", "H", "H", "H", "H", "C", "Se", "C", "C", "Se", "C", "H", "H", "H", "H", "H", "H", "H", "H", "H", "H"], "xyz": [[1.2603, -1.3122, 0.8738], [-7.0463, 0.1718, -0.5310], [-5.5765, 0.2683, -0.3257], [-5.0155, 1.4440, 0.2533], [-3.6854, 1.5220, 0.4490], [-2.7785, 0.4536, 0.0550], [-1.4846, 0.5573, 0.1275], [-0.8720, 1.4831, 0.9393], [-1.3453, 1.7662, 2.2327], [-0.7120, 2.6857, 3.0418], [0.4124, 3.3743, 2.5892], [1.1159, 4.3761, 3.4485], [0.9193, 3.0615, 1.3224], [0.3270, 2.1077, 0.5212], [0.8988, 1.8255, -0.7404], [1.2845, 2.7019, -1.7017], [1.8238, 1.9671, -2.7239], [1.7308, 0.6331, -2.2907], [1.1672, 0.5515, -1.0966], [-3.3701, -0.7201, -0.5990], [-4.7533, -0.7687, -0.7361], [-2.6280, -1.7912, -1.0254], [-3.0737, -2.7768, -1.8943], [-2.0932, -3.6983, -2.0058], [-1.0580, -3.2180, -1.1531], [-1.3608, -2.0828, -0.5826], [-7.5968, 0.8374, 0.1294], [-7.3984, -0.8507, -0.4013], [-7.2733, 0.4635, -1.5622], [-5.6642, 2.2735, 0.4991], [-3.2356, 2.4366, 0.8061], [-2.1874, 1.1991, 2.6092], [-1.0876, 2.8698, 4.0398], [0.5219, 4.6479, 4.3178], [1.3470, 5.2804, 2.8855], [2.0635, 3.9639, 3.8025], [1.8162, 3.5556, 0.9689], [1.1235, 3.7600, -1.5784], [2.2216, 2.3344, -3.6532], [2.0533, -0.2656, -2.7903], [-5.2272, -1.6549, -1.1310], [-4.0232, -2.7123, -2.3937], [-2.1001, -4.5914, -2.6052], [-0.1139, -3.6929, -0.9359], [5.2931, 0.1815, 1.6511], [4.3785, -0.8409, 0.2754], [4.8551, -2.6249, 0.9153], [4.5761, -3.6711, -0.1448], [2.7257, -3.6981, -0.8037], [3.0349, -2.9218, -2.5613], [4.9292, -0.0944, 2.6369], [5.0783, 1.2294, 1.4587], [6.3630, 0.0113, 1.5738], [4.3208, -2.8459, 1.8394], [5.9224, -2.6073, 1.1379], [4.7635, -4.6697, 0.2458], [5.2084, -3.5263, -1.0195], [3.5682, -3.6379, -3.1797], [3.5973, -1.9958, -2.4760], [2.0593, -2.7252, -3.0036]], "lowdin_charge": [0.6977, -0.0012, -0.1818, 0.0116, 0.0390, -0.1554, 0.2109, -0.2416, 0.0024, 0.0040, -0.2188, -0.0176, 0.0554, -0.1393, -0.0996, -0.0275, -0.0182, -0.1193, -0.0149, -0.0360, 0.0471, -0.0542, -0.0169, 0.0043, -0.1245, 0.0548, 0.0981, 0.1028, 0.1204, 0.1359, 0.1275, 0.1338, 0.1316, 0.0903, 0.0979, 0.1020, 0.1404, 0.1386, 0.1121, 0.0971, 0.1238, 0.1301, 0.1197, 0.0576, -0.3707, 0.8062, -0.5442, -0.5277, 0.8306, -0.3818, 0.0340, 0.0226, 0.0357, 0.0740, 0.0837, 0.0737, 0.0776, 0.0386, 0.0046, 0.0230]}

***

{"formula": "C24H28N7O3PS5V", "method": "ωB97M-V with the def2-TZVPD basis set", "charge": 0, "spin_multiplicity": 4, "gap_ha": [0.2855, 0.2910], "de_lowest_kj_mol": 1.3, "e_tot_ev": -131075.5881, "s_squared": 3.76, "symbols": ["V", "N", "C", "C", "N", "C", "C", "N", "C", "C", "N", "H", "H", "H", "H", "H", "H", "O", "C", "C", "C", "C", "C", "C", "N", "H", "H", "H", "H", "H", "H", "H", "C", "C", "O", "P", "S", "S", "O", "C", "C", "H", "H", "H", "H", "H", "H", "H", "H", "H", "H", "S", "C", "S", "C", "N", "N", "C", "C", "C", "C", "C", "C", "S", "H", "H", "H", "H", "H"], "xyz": [[0.6922, 0.1812, -0.0020], [-1.2325, -0.4522, 3.6735], [-0.8459, 0.7926, 4.0965], [-0.0096, 1.2801, 3.1346], [0.1141, 0.3574, 2.1285], [-0.6368, -0.6706, 2.4906], [-0.7219, -1.8251, 1.6137], [-0.1128, -1.7816, 0.4422], [-0.3586, -2.9873, -0.1602], [-1.1194, -3.7539, 0.6746], [-1.3293, -3.0067, 1.8065], [-1.9623, -1.0562, 4.0740], [-1.1906, 1.2102, 5.0253], [0.5117, 2.2220, 3.1082], [0.0326, -3.2106, -1.1378], [-1.5304, -4.7409, 0.5627], [-2.0079, -3.1861, 2.5570], [-1.3100, 0.9351, -0.3201], [-1.4552, 2.3170, -0.0141], [-0.1817, 3.0493, -0.3263], [-0.1758, 4.4114, -0.5858], [1.0300, 5.0379, -0.8452], [2.1930, 4.2822, -0.8490], [2.1037, 2.9290, -0.5867], [0.9406, 2.3238, -0.3207], [-2.0897, 0.6242, -0.8291], [-1.6784, 2.4231, 1.0529], [-2.2945, 2.7382, -0.5702], [-1.1073, 4.9625, -0.5909], [1.0605, 6.0992, -1.0543], [3.1551, 4.7271, -1.0587], [2.9758, 2.2871, -0.5821], [5.6725, -0.9241, -4.2251], [4.3103, -1.2973, -3.6940], [4.2456, -0.8820, -2.3153], [2.8897, -1.1068, -1.4949], [3.1681, -0.3733, 0.3263], [1.2915, -0.3939, -2.4220], [2.7147, -2.7026, -1.4728], [3.6699, -3.5236, -0.7745], [3.1144, -4.9259, -0.7157], [5.7592, -1.2285, -5.2688], [6.4584, -1.4170, -3.6532], [5.8235, 0.1532, -4.1639], [4.1412, -2.3757, -3.7482], [3.5125, -0.7982, -4.2477], [3.8231, -3.1125, 0.2251], [4.6221, -3.4903, -1.3105], [2.1707, -4.9361, -0.1700], [3.8179, -5.5839, -0.2044], [2.9408, -5.3161, -1.7187], [-4.2802, 0.4221, -1.2375], [-4.3181, -0.0693, 0.3740], [-4.1779, -1.7203, 0.8501], [-4.0965, -1.2624, 2.5449], [-4.2317, 0.0181, 2.7094], [-4.3838, 0.6668, 1.4968], [-4.4878, 2.0913, 1.5769], [-3.7600, 2.7486, 2.5608], [-3.8228, 4.1299, 2.6467], [-4.6133, 4.8504, 1.7613], [-5.3572, 4.1799, 0.8015], [-5.3052, 2.7964, 0.7068], [-3.8036, -2.4142, 3.7824], [-3.1546, 2.1707, 3.2445], [-3.2536, 4.6427, 3.4113], [-4.6627, 5.9293, 1.8301], [-5.9931, 4.7331, 0.1230], [-5.8860, 2.2729, -0.0363]], "lowdin_spin": [2.7799, 0.0061, 0.0008, 0.0058, 0.0108, 0.0121, 0.0149, 0.0104, 0.0064, -0.0003, 0.0069, 0.0002, 0.0000, 0.0002, 0.0002, -0.0001, 0.0002, 0.0268, 0.0043, 0.0121, -0.0020, 0.0124, -0.0012, 0.0151, 0.0109, 0.0019, 0.0007, 0.0002, -0.0004, 0.0008, -0.0003, 0.0012, 0.0001, -0.0001, 0.0042, 0.0127, 0.0208, 0.0221, 0.0017, 0.0006, 0.0001, 0.0001, 0.0000, 0.0000, 0.0000, -0.0003, 0.0004, 0.0000, 0.0000, 0.0000, 0.0000, 0.0001, 0.0002, 0.0003, 0.0000, 0.0000, 0.0002, 0.0000, 0.0000, 0.0000, 0.0000, 0.0000, 0.0000, 0.0000, 0.0000, 0.0000, 0.0000, 0.0000, 0.0000]}

***

{"formula": "C24H29BF9N3O9", "method": "ωB97M-V with the def2-TZVPD basis set", "charge": 2, "spin_multiplicity": 1, "gap_ha": 0.1735, "e_tot_ev": -73377.2329, "symbols": ["N", "C", "C", "N", "C", "C", "C", "C", "C", "C", "N", "O", "B", "O", "O", "C", "C", "C", "C", "H", "H", "H", "H", "H", "H", "H", "H", "H", "H", "H", "H", "H", "H", "C", "C", "O", "C", "O", "C", "F", "F", "F", "H", "H", "H", "H", "H", "C", "C", "O", "C", "O", "C", "F", "F", "F", "H", "H", "H", "H", "H", "C", "C", "O", "C", "O", "C", "F", "F", "F", "H", "H", "H", "H", "H"], "xyz": [[-3.9655, -3.9902, 2.6125], [-3.3711, -3.8923, 3.7203], [-2.7649, -2.5974, 4.2618], [-3.7528, -1.4956, 4.1465], [-3.6033, -0.5256, 3.2314], [-4.5488, 0.4664, 3.0885], [-5.6764, 0.4581, 3.9054], [-6.7400, 1.4904, 3.7725], [-7.1780, 2.2196, 4.8774], [-8.1746, 3.1491, 4.7227], [-8.7206, 3.3375, 3.5154], [-9.6841, 4.2799, 3.4054], [-11.0466, 3.7987, 3.2263], [-11.7563, 4.4849, 2.3318], [-11.5378, 2.8126, 4.0308], [-8.3198, 2.6790, 2.4180], [-7.3282, 1.7433, 2.5291], [-5.7953, -0.5510, 4.8686], [-4.8259, -1.5150, 4.9621], [-3.9531, -3.0995, 2.1066], [-3.3082, -4.7775, 4.3503], [-2.5039, -2.7093, 5.3116], [-1.8841, -2.3364, 3.6768], [-2.7245, -0.5564, 2.5962], [-4.3974, 1.2429, 2.3517], [-6.7527, 2.0701, 5.8599], [-8.5413, 3.7524, 5.5405], [-12.4988, 3.9939, 1.9585], [-11.1193, 1.9473, 4.0043], [-8.8107, 2.9157, 1.4837], [-6.9989, 1.2024, 1.6522], [-6.6488, -0.5905, 5.5304], [-4.8907, -2.3217, 5.6793], [-0.9327, -4.1795, 0.2916], [0.2730, -3.2892, 0.0961], [0.0323, -2.3175, -0.9520], [-0.6569, -1.2635, -0.5845], [-1.1045, -1.0387, 0.5108], [-0.7928, -0.2722, -1.7605], [-1.1173, -0.9023, -2.8827], [0.3687, 0.3601, -1.9348], [-1.7361, 0.6294, -1.4891], [-1.2035, -4.6926, -0.6299], [-0.7162, -4.9280, 1.0535], [-1.7978, -3.5978, 0.6113], [1.1424, -3.8590, -0.2182], [0.5363, -2.7560, 1.0079], [3.4582, 3.0983, -2.7564], [3.2309, 1.6038, -2.7160], [4.4354, 0.8790, -3.0387], [5.2924, 0.7150, -2.0446], [5.1744, 1.0889, -0.9158], [6.5026, -0.1087, -2.5357], [6.9330, 0.3197, -3.7222], [6.1462, -1.3951, -2.6545], [7.5016, -0.0294, -1.6663], [3.8560, 3.3956, -3.7263], [2.5185, 3.6231, -2.5867], [4.1704, 3.4069, -1.9921], [2.5086, 1.3018, -3.4708], [2.8629, 1.2781, -1.7442], [10.2264, -1.3068, -4.1581], [10.4324, 0.1316, -4.5790], [11.6163, 0.2710, -5.3908], [11.4751, -0.0293, -6.6724], [10.4822, -0.3973, -7.2246], [12.8105, 0.2104, -7.4117], [13.8409, -0.2798, -6.7199], [12.9986, 1.5259, -7.5748], [12.7857, -0.3664, -8.6051], [11.1127, -1.6832, -3.6473], [9.3744, -1.3796, -3.4831], [10.0399, -1.9431, -5.0223], [10.6022, 0.7681, -3.7136], [9.5706, 0.5193, -5.1203]], "lowdin_charge": [0.1484, -0.1939, -0.0576, -0.0344, 0.0377, 0.0660, -0.1185, -0.1162, 0.0668, 0.0790, -0.0490, 0.1721, -0.7240, 0.2738, 0.2344, 0.0742, 0.0658, 0.0604, 0.0324, 0.0533, 0.1203, 0.1387, 0.1383, 0.1444, 0.1471, 0.1479, 0.1778, 0.1478, 0.1190, 0.1781, 0.1475, 0.1434, 0.1636, -0.0550, -0.1725, 0.0621, -0.3986, 0.1145, -0.5541, 0.1928, 0.1785, 0.1660, 0.0929, 0.0883, 0.0499, 0.1350, 0.1218, -0.0517, -0.2064, 0.0398, -0.4017, 0.1694, -0.5555, 0.1727, 0.1670, 0.1756, 0.0880, 0.0822, 0.0811, 0.1214, 0.1114, -0.0511, -0.1954, 0.0352, -0.4022, 0.1711, -0.5556, 0.1712, 0.1690, 0.1792, 0.0865, 0.0650, 0.0822, 0.1267, 0.1191]}